C20H24N4O5S | ωB97M-V/def2-TZVPD

The energy relative to the best compared isomer or geometry (same formula, charge and spin) comes out at 34.6 kcal/mol. As for the frontier orbital gap: 9.26 eV. For the strongest force on any atom, the calculation gives 1.3 eV Å⁻¹. The value obtained for the LUMO energy is 0.570 eV. For the total energy, the calculation gives -1769.9378 Eh. Its structure (SMILES) is CCN(CC)C(=O)Cn1cc(S(=O)(=O)CC(=O)Nc2cc(C)on2)c2ccccc21.

Element x y z (Å)
C (0.93991, -2.40586, -1.91009)
H (3.97768, -0.38187, 0.75706)
C (2.53573, -1.54434, -0.33025)
C (-2.49629, 1.39483, -0.20047)
H (2.31830, 4.42242, 2.60692)
H (-2.88692, -4.18903, -1.95953)
C (0.38640, 4.04736, 1.76622)
H (-0.23113, -0.05398, 1.21121)
O (4.66054, 1.68280, -0.99981)
C (-1.42514, -1.83809, 1.23399)
H (-1.91606, 2.40331, -1.96532)
S (3.62478, 0.75664, -1.35046)
C (-0.82892, -3.69321, -1.96002)
C (3.79317, -0.71792, -0.25927)
C (1.77094, 3.87180, 1.85696)
H (-1.83406, -5.44173, -2.60967)
H (-1.62843, -1.80801, 2.29957)
C (2.03868, 1.41100, -0.98024)
N (-2.20917, 0.47357, 0.73998)
H (0.73290, 0.40325, -2.44838)
O (-0.92767, -2.74463, -2.90596)
C (-1.09733, -0.45820, 0.67340)
C (2.44438, 3.02587, 1.00503)
H (-2.27886, -2.27248, 0.71875)
C (-2.97826, 0.52295, 1.97518)
O (1.92230, -1.91325, 0.64672)
N (2.14954, -1.80630, -1.61159)
C (-1.92541, -4.68167, -1.83432)
H (-1.69233, 1.96959, 2.93036)
H (-1.63759, 0.65430, -2.05754)
H (-2.77491, 1.10983, 4.02979)
N (0.16752, -1.94597, -2.86760)
C (-2.13904, 1.00403, 3.15493)
H (-1.87951, -5.16331, -0.86243)
H (-3.79831, 1.22137, 1.79757)
H (-3.40387, -0.46112, 2.18094)
O (3.60134, 0.24055, -2.70218)
H (3.51513, 2.90450, 1.04683)
C (-1.55269, 1.53069, -1.40896)
C (0.34637, -3.53225, -1.28400)
H (4.65437, -1.25987, -0.64336)
H (0.74431, -4.10587, -0.47620)
C (-0.36837, 3.37787, 0.82681)
N (-0.17275, 1.71010, -1.04331)
O (-3.47009, 2.12353, -0.13561)
C (1.70259, 2.33410, 0.04970)
C (0.87439, 1.06548, -1.61449)
H (2.59507, -1.26068, -2.35321)
H (-0.81135, -0.58963, -0.36944)
H (-0.10059, 4.73170, 2.44465)
C (0.29889, 2.50679, -0.02787)
H (-1.34255, 0.30304, 3.39083)
H (-1.43246, 3.53539, 0.74988)
H (-0.55519, -2.46943, 1.07829)